{
  "formula": "C14H50O11",
  "method": "ωB97M-V/def2-TZVPD",
  "elements": ["C", "C", "C", "O", "H", "H", "H", "H", "H", "H", "H", "H", "C", "C", "C", "O", "H", "H", "H", "H", "H", "H", "H", "H", "C", "O", "H", "H", "H", "H", "C", "O", "H", "H", "H", "H", "C", "O", "H", "H", "H", "H", "C", "O", "H", "H", "H", "H", "C", "O", "H", "H", "H", "H", "C", "O", "H", "H", "H", "H", "C", "O", "H", "H", "H", "H", "C", "O", "H", "H", "H", "H", "O", "H", "H"],
  "xyz": [[7.6458, 6.0026, 7.4318], [7.4021, 7.0619, 8.6006], [7.0956, 6.3656, 9.8791], [8.4740, 7.9196, 8.7473], [7.8780, 6.5911, 6.5583], [6.7996, 5.3234, 7.3554], [8.4863, 5.2901, 7.5855], [6.5077, 7.5965, 8.1595], [7.8500, 5.6485, 10.1789], [6.1903, 5.7084, 9.7908], [6.9217, 7.0620, 10.6622], [9.0025, 8.0878, 7.9273], [8.9845, 14.4690, 8.0161], [8.9989, 15.4148, 9.2229], [10.4213, 16.1014, 9.1628], [8.0355, 16.5017, 9.1575], [9.8303, 13.7403, 8.1168], [9.0036, 15.1247, 7.1914], [8.0228, 13.9552, 8.0243], [8.8913, 14.8590, 10.2466], [10.6006, 16.7240, 10.0037], [10.4381, 16.6574, 8.2297], [11.2422, 15.4285, 9.1435], [7.2002, 16.2939, 8.7369], [13.4211, 12.5629, 6.9992], [12.6598, 13.0218, 8.0899], [14.3430, 13.1247, 6.9509], [13.7254, 11.4966, 7.1263], [12.9258, 12.5905, 6.0292], [11.8079, 12.5281, 8.1957], [10.2958, 10.1666, 9.0137], [10.4692, 11.2985, 8.0771], [10.4427, 9.2387, 8.5517], [11.0686, 10.3501, 9.7971], [9.3271, 10.2860, 9.3773], [10.0272, 11.0613, 7.2760], [5.6223, 10.7940, 9.2706], [6.7560, 11.6666, 9.1468], [5.2873, 10.7922, 8.2640], [5.8685, 9.8243, 9.6558], [4.8283, 11.3120, 9.8372], [7.3746, 11.7103, 9.8862], [8.6554, 12.4907, 12.1665], [9.0142, 12.0354, 10.8853], [9.0841, 13.4470, 12.4402], [7.5509, 12.5021, 12.1599], [8.9502, 11.7032, 12.8026], [9.9494, 11.9125, 10.8058], [10.5916, 5.9104, 10.9295], [10.2354, 7.2943, 11.0071], [9.8053, 5.2437, 11.1189], [10.9359, 5.6658, 9.8713], [11.4460, 5.7106, 11.6097], [9.7379, 7.5494, 10.2458], [11.1766, 7.9027, 6.0012], [9.8521, 8.3872, 6.4108], [11.4509, 7.0676, 6.6628], [11.2172, 7.5312, 4.9549], [11.9095, 8.7322, 6.1381], [9.7038, 9.2969, 6.1327], [7.1465, 10.2651, 6.1721], [8.2565, 10.8622, 6.7705], [6.2934, 10.9555, 6.0604], [7.3575, 10.0400, 5.1067], [6.7332, 9.4011, 6.7471], [7.8940, 11.2416, 7.5925], [14.4369, 12.0191, 11.4151], [13.1505, 11.7559, 10.7846], [14.5529, 11.4031, 12.2993], [15.3028, 11.8818, 10.7619], [14.5107, 12.9703, 11.8760], [13.1353, 12.3061, 9.9957], [11.4896, 9.4104, 12.5199], [11.9189, 10.0941, 11.9801], [11.2043, 8.7196, 11.9548]],
  "mulliken_charge": [-1.450, 1.029, -1.644, 0.071, 0.361, 0.434, 0.281, -0.038, 0.253, 0.435, 0.352, 0.034, -0.834, 0.960, -1.411, -0.584, -0.081, 0.597, 0.166, -0.191, 0.409, 0.328, 0.333, 0.315, -0.712, -0.547, 0.299, 0.255, 0.265, 0.297, -0.785, 0.371, 0.592, -0.538, 0.684, 0.146, -0.629, -0.375, 0.268, 0.152, 0.299, 0.242, -0.898, -0.178, 0.314, 0.255, 0.367, 0.109, -0.723, -0.518, 0.312, 0.214, 0.306, 0.414, -0.611, -0.475, 0.274, 0.251, 0.215, 0.102, -0.794, -0.416, 0.411, 0.305, 0.088, 0.167, -0.819, -0.390, 0.272, 0.284, 0.369, 0.282, -0.632, 0.313, 0.417],
  "de_lowest_kj_mol": 297.9,
  "total_energy_ha": -1390.875448
}